{"formula": "C4H7IN", "method": "wB97M-V/def2-TZVPD", "charge": 1, "symbols": ["I", "N", "C", "C", "C", "C", "H", "H", "H", "H", "H", "H", "H"], "positions_angstrom": [[-1.7150, -2.4581, -2.3723], [0.9930, -0.4330, -0.9060], [0.3484, 0.2432, 0.0659], [1.3723, 1.2170, 2.2308], [-1.0349, 0.7958, 0.0596], [0.9998, 0.7027, 1.2084], [-1.3299, 0.9201, -0.9683], [1.4911, 1.7505, 3.1531], [-0.9579, -3.0704, -1.1965], [-1.6875, 0.0522, 0.5488], [0.5606, -0.7818, -1.7047], [1.9239, -0.7437, -0.7460], [-0.9638, 1.8057, 0.6273]]}

{"formula": "C17H20ClN2O2PdSe", "method": "wB97M-V/def2-TZVPD", "charge": -1, "symbols": ["Pd", "Se", "Cl", "O", "O", "N", "N", "C", "C", "C", "C", "C", "C", "C", "C", "C", "C", "C", "C", "C", "C", "C", "C", "C", "H", "H", "H", "H", "H", "H", "H", "H", "H", "H", "H", "H", "H", "H", "H", "H", "H", "H", "H", "H"], "positions_angstrom": [[0.8134, 1.3337, 0.1354], [-0.7284, -0.3855, -0.6946], [-4.6997, 0.5755, -3.7889], [3.3196, 0.5803, 0.2367], [1.8560, 1.4248, 2.4816], [-0.6094, -1.8613, -1.6377], [-1.0718, -1.2280, 0.8006], [-1.1797, -2.5420, 0.5307], [-2.6473, 1.8742, -0.6188], [-1.5084, 2.5087, -1.1742], [-3.4822, 1.3203, -2.7866], [-1.0947, -4.2226, -1.2487], [1.2032, 0.1545, 2.5003], [3.9245, 0.4935, 1.4971], [-1.3811, 2.4386, -2.5818], [3.2489, 1.3573, 2.5918], [3.4797, 1.8323, -0.4094], [-1.5373, -3.5321, 1.4504], [-0.9327, -2.8958, -0.8385], [-0.4778, 3.0574, -0.3704], [-1.7200, -4.8217, 1.0044], [-1.5128, -5.1633, -0.3342], [-3.6297, 1.3131, -1.4124], [-2.3428, 1.8626, -3.3733], [4.5321, 2.1530, -0.3682], [-2.0568, -5.5811, 1.6974], [3.8663, -0.5617, 1.7743], [1.4939, -0.4706, 1.6405], [-0.9316, -4.4799, -2.2854], [4.9887, 0.7771, 1.4361], [-2.7626, 1.8798, 0.4579], [3.5965, 2.3926, 2.5193], [3.1786, 1.6699, -1.4502], [-1.6987, -3.2627, 2.4842], [-2.2249, 1.8353, -4.4480], [3.5512, 0.9544, 3.5770], [0.1282, 0.3692, 2.4269], [2.8383, 2.6132, 0.0364], [0.2182, 3.7340, -0.8829], [-1.6979, -6.1808, -0.6540], [-0.4881, 2.8511, -3.0357], [-0.7557, 3.3651, 0.6438], [1.4329, -0.3847, 3.4326], [-4.4993, 0.8531, -0.9633]]}

{"formula": "C33H36N11O5OsS", "method": "wB97M-V/def2-TZVPD", "charge": 3, "symbols": ["Os", "S", "O", "O", "O", "O", "O", "N", "N", "N", "N", "N", "N", "N", "N", "N", "N", "N", "C", "C", "C", "C", "C", "C", "C", "C", "C", "C", "C", "C", "C", "C", "C", "C", "C", "C", "C", "C", "C", "C", "C", "C", "C", "C", "C", "C", "C", "C", "C", "C", "C", "H", "H", "H", "H", "H", "H", "H", "H", "H", "H", "H", "H", "H", "H", "H", "H", "H", "H", "H", "H", "H", "H", "H", "H", "H", "H", "H", "H", "H", "H", "H", "H", "H", "H", "H", "H"], "positions_angstrom": [[-1.2621, 0.4814, -0.1647], [-3.8755, 1.8505, -0.6582], [-4.6700, 2.2467, 0.4516], [-1.5578, -1.2146, -1.2344], [4.3166, -2.0386, 1.2511], [-2.9530, -2.9691, -1.2576], [-2.6479, 2.5789, -0.9689], [0.3982, 0.5396, -1.4236], [-0.5968, -2.7018, 2.3938], [-0.9889, -0.8884, 1.2923], [-3.0829, 0.3738, -0.1642], [-1.2862, -1.9100, 3.2438], [-0.6905, 2.2977, 1.0690], [1.7746, 1.2526, -3.0245], [0.7358, 4.4816, 2.4345], [6.3122, -1.2676, 1.7517], [1.9401, -0.0738, -2.8104], [5.7551, -1.8248, 2.8984], [-6.3043, 0.8609, -4.2824], [-3.7416, -0.9192, -0.2862], [3.5625, -2.9008, 3.3727], [0.8403, 1.5949, -2.1928], [-0.1609, 4.7374, 1.2530], [1.1163, -0.5010, -1.8788], [1.3067, -3.7317, 3.5414], [2.3313, -3.1697, 2.7953], [-7.1149, 0.5487, -5.4999], [-6.1803, 1.5151, -1.9562], [4.5967, -2.2658, 2.5611], [5.4793, -0.9730, -0.5744], [6.6071, 0.0382, -2.4329], [5.4429, -1.4165, 0.8168], [1.5258, -4.0515, 4.8730], [-0.0233, -3.9778, 2.8749], [3.7879, -3.2280, 4.7088], [-0.2098, 3.5141, 0.3504], [0.3273, 3.2325, 3.1620], [2.7702, -3.8076, 5.4473], [0.2467, 2.0527, 2.2019], [-6.9225, 1.2108, -3.0807], [4.3404, -1.1194, -1.3543], [-4.1345, 1.1333, -3.2440], [-2.7142, -1.8340, -0.9933], [5.4550, -0.0817, -3.2044], [6.6240, -0.3933, -1.1181], [-4.9019, 0.8232, -4.3417], [-0.4265, -2.1094, 1.2314], [3.0464, -0.7974, -3.4697], [-1.5252, -0.8340, 2.5607], [4.3169, -0.6622, -2.6633], [-4.7869, 1.4799, -2.0529], [-3.9434, -1.3313, 0.7054], [-0.7558, -4.4068, 3.5530], [-8.0026, 1.2463, -3.0277], [-6.7331, -0.3366, -6.0077], [2.9428, -4.0720, 6.4814], [-4.6673, -0.8721, -0.8553], [0.7059, 5.2816, 3.0738], [7.5121, -0.2947, -0.5083], [-4.4180, 0.5534, -5.2716], [-7.0495, 1.3783, -6.2079], [-8.1633, 0.3961, -5.2565], [3.4738, -1.6095, -0.9252], [1.2260, 1.8230, 1.7754], [2.1884, -2.9492, 1.7432], [0.7855, 3.2920, -0.0387], [3.1494, -0.3621, -4.4599], [1.0166, -1.5256, -1.5672], [7.4957, 0.4782, -2.8641], [0.0791, -4.6250, 2.0037], [0.7361, -4.4982, 5.4645], [5.4516, 0.2728, -4.2277], [-2.1120, -0.0110, 2.9364], [0.2204, 5.6017, 0.7117], [-1.1470, 4.9853, 1.6478], [-0.0672, 1.1843, 2.7742], [-0.8818, 3.7307, -0.4736], [0.4340, 2.5913, -2.1535], [-3.0547, 1.1214, -3.3038], [-6.6579, 1.7882, -1.0248], [4.7558, -3.0304, 5.1497], [2.7329, -1.8364, -3.5698], [1.7085, 4.4047, 2.1234], [0.0411, -2.5504, 0.3689], [1.0490, 3.0371, 3.9533], [-1.6075, 2.5274, 1.4536], [-0.6419, 3.4354, 3.6194]]}

Relative energy (zero: lowest compared OMol25 entry of this formula, charge and spin)? In order: 233.5, 158.3, 0.0 kJ/mol.
HOMO level? In order: -13.66, -2.41, -14.84 eV.